The following is a DFT calculation (ωB97M-V with the def2-TZVPD basis set) of C19H20CeN2O6 as an isolated structure in a non-equilibrium geometry.

Computed properties:
charge = +1
total energy = -1771.94576 Eh
multiplicity = 2
HOMO-LUMO gap (spin up / spin down) = 8.90 / 8.97 eV
molecular weight = 512.49 g mol⁻¹
HOMO (spin up / spin down) = -12.03 / -12.09 eV

CARTESIAN COORDINATES (ANGSTROEM)
Ce -6.1553 -15.2520 -1.2097
O -9.8361 -17.1700 -2.6074
C -9.1040 -16.4125 -2.0114
O -7.8119 -16.2151 -2.2935
C -9.5817 -15.6959 -0.6520
C -8.7073 -16.4184 0.4458
C -9.3704 -16.2888 1.8024
C -9.3381 -14.7631 2.0406
C -8.3757 -14.2475 0.9284
O -7.5410 -15.4648 0.6930
C -9.1729 -14.1884 -0.3625
C -8.5975 -13.3714 -1.4790
O -9.3136 -12.6945 -2.1585
O -7.1544 -13.3758 -1.4204
H -10.6418 -15.9198 -0.4626
H -8.3128 -17.4457 0.2074
H -8.7042 -16.7822 2.5239
H -10.3251 -16.8192 1.8828
H -8.8982 -14.4259 2.9933
H -10.2659 -14.1812 1.9885
H -7.8258 -13.3162 1.1298
H -10.1384 -13.6466 -0.0867
C -0.4420 -13.0620 0.9303
N -1.8289 -13.0915 0.4402
N -2.5498 -14.2092 0.8752
C -3.5067 -14.5091 -0.0464
O -4.1898 -15.6057 -0.1130
C -3.4318 -13.5136 -1.0591
C -2.4142 -12.6234 -0.7144
C -1.8531 -11.4232 -1.3608
C -2.6439 -14.5351 2.2987
C -2.7770 -15.8942 2.6218
C -2.9227 -16.2733 3.9706
C -3.0981 -15.3130 4.9422
C -2.9368 -13.9716 4.6230
C -2.6530 -13.5657 3.3369
H -0.4043 -13.7496 1.7924
H -0.1175 -12.0726 1.2180
H 0.2771 -13.4640 0.1819
H -3.8918 -13.4118 -2.0670
H -2.1365 -11.3298 -2.4097
H -0.7547 -11.4391 -1.3706
H -2.0787 -10.5138 -0.7474
H -2.7189 -16.6405 1.8609
H -2.8259 -17.3072 4.1996
H -3.2919 -15.6161 5.9775
H -3.0313 -13.1857 5.3982
H -2.4841 -12.4737 3.0858

These are the Löwdin partial charges, in e, on atoms 1 to 4: Ce 1.635; O 0.120; C -0.508; O -0.224



The following is a DFT calculation (ωB97M-V with the def2-TZVPD basis set) of an isolated ion of composition C3H10NOS and charge +1 in a non-equilibrium geometry.

Computed properties:
charge = +1
total energy = -648.17433 Eh
multiplicity = 1
HOMO-LUMO gap = 9.88 eV
molecular weight = 108.19 g mol⁻¹
HOMO = -13.22 eV
energy relative to the best compared isomer or geometry (same formula, charge and spin) = 167.5 kJ/mol

CARTESIAN COORDINATES (ANGSTROEM)
C -2.1932 0.6046 0.6228
C 2.3447 0.6017 -0.8990
C 0.1564 -0.5199 0.5508
N -1.1634 -0.2579 -0.0496
O 0.5883 -1.6326 -0.1874
S 1.2697 1.0241 0.4942
H -3.1224 0.8899 0.0320
H -2.4577 -0.0154 1.6211
H -1.7366 1.5886 0.8790
H 3.2870 1.2590 -0.7207
H 1.7766 0.8963 -1.9108
H 2.4441 -0.4800 -0.8635
H 0.0221 -0.6176 1.6617
H -0.8900 0.2414 -1.0060
H -1.4100 -1.2493 -0.4497
H 1.0845 -2.3329 0.2250

These are the Löwdin partial charges, in e, on atoms 1 to 4: C -0.016; C -0.402; C -0.602; N -0.068